1.
{"formula": "C2H2N2O2S", "method": "ωB97M-V/def2-TZVPD", "symbols": ["C", "C", "N", "N", "O", "O", "S", "H", "H"], "coordinates": [[0.802, 1.209, 0.879], [-0.163, 0.353, 0.126], [1.315, 1.897, 1.625], [0.446, -0.881, -0.467], [1.667, -0.848, -0.618], [-0.192, -1.781, -0.894], [-1.846, 0.008, 0.603], [-0.282, 1.187, -1.187], [-1.747, -1.145, -0.068]], "mulliken_charge": [0.21, -0.02, -0.30, 0.95, -0.54, -0.61, -0.18, 0.27, 0.23], "lumo_energy_ev": -1.349, "e_above_lowest_ev": 5.527, "homo_energy_ev": -10.30, "gap_ev": 8.95}

---

2.
{"formula": "C3H3NO3", "method": "ωB97M-V/def2-TZVPD", "symbols": ["N", "C", "O", "C", "O", "C", "O", "H", "H", "H"], "coordinates": [[-1.150, -0.405, -1.508], [-0.191, -0.243, -0.713], [0.418, 0.975, -0.493], [0.481, 1.551, 0.685], [-0.254, 1.008, 1.638], [0.484, -1.431, -0.083], [1.458, -1.338, 0.617], [-1.470, 0.491, -1.882], [0.222, 1.778, 2.096], [0.002, -2.385, -0.357]], "mulliken_charge": [-0.61, 0.54, -0.13, -0.38, -0.26, 0.04, -0.45, 0.28, 0.59, 0.38], "lumo_energy_ev": -0.547, "e_above_lowest_ev": 4.173, "homo_energy_ev": -9.71, "gap_ev": 9.16}

---

3.
{"formula": "H16O8", "method": "ωB97M-V/def2-TZVPD", "symbols": ["O", "H", "H", "O", "H", "H", "O", "H", "H", "O", "H", "H", "O", "H", "H", "O", "H", "H", "O", "H", "H", "O", "H", "H"], "coordinates": [[0.419, -0.633, 0.378], [-0.069, -1.355, 0.061], [0.599, -0.225, -0.510], [2.789, 0.214, 2.178], [2.677, 1.181, 2.061], [2.194, -0.237, 1.562], [1.436, 0.276, -2.139], [2.307, 0.629, -1.840], [1.616, -0.126, -2.957], [-1.232, -2.583, -0.830], [-1.899, -1.869, -0.775], [-0.935, -2.600, -1.753], [-0.420, 1.223, 2.233], [-0.207, 0.573, 1.584], [-0.027, 0.803, 2.995], [-1.649, -2.260, 3.076], [-0.847, -2.371, 2.690], [-2.080, -2.905, 2.543], [-0.744, 3.004, -0.358], [-0.487, 2.493, -1.127], [-1.629, 2.640, -0.223], [-0.820, 1.585, -2.693], [-0.978, 1.478, -3.630], [-0.014, 1.065, -2.526]], "mulliken_charge": [-0.70, 0.31, 0.35, -0.65, 0.33, 0.32, -0.67, 0.29, 0.28, -0.70, 0.37, 0.31, -0.60, 0.41, 0.31, -0.57, 0.28, 0.30, -0.59, 0.36, 0.28, -0.71, 0.31, 0.39], "lumo_energy_ev": -0.593, "e_above_lowest_ev": 2.732, "homo_energy_ev": -10.16, "gap_ev": 9.57, "smiles": "O.O.O.O.O.O.O.O"}

---

4.
{"formula": "C5H10N2O", "method": "ωB97M-V/def2-TZVPD", "symbols": ["C", "C", "C", "C", "O", "C", "N", "N", "H", "H", "H", "H", "H", "H", "H", "H", "H", "H"], "coordinates": [[-1.360, 1.140, 0.891], [-1.248, 0.449, -0.445], [-0.226, 0.737, -1.405], [0.913, 0.214, -0.861], [2.238, 0.599, -0.962], [0.540, -0.792, 0.109], [0.158, -2.095, -0.299], [1.077, -0.795, 1.381], [-1.619, 0.446, 1.700], [-2.139, 1.914, 0.870], [-0.423, 1.628, 1.166], [-2.212, 0.080, -0.808], [-0.343, 1.185, -2.390], [2.273, 1.501, -1.299], [-0.151, -2.091, -1.261], [-0.576, -2.476, 0.288], [1.612, 0.021, 1.631], [1.487, -1.665, 1.693]], "mulliken_charge": [-1.08, -0.28, -0.57, 0.19, -0.55, 0.32, -0.64, -0.43, 0.27, 0.36, 0.26, 0.38, 0.42, 0.34, 0.30, 0.24, 0.24, 0.23], "lumo_energy_ev": 0.803, "e_above_lowest_ev": 3.154, "homo_energy_ev": -6.97, "gap_ev": 7.77, "smiles": "C/C=C\\C(O)=C(N)N"}

---

5.
{"formula": "C5H11N2", "method": "ωB97M-V/def2-TZVPD", "symbols": ["C", "C", "C", "C", "C", "N", "N", "H", "H", "H", "H", "H", "H", "H", "H", "H", "H", "H"], "coordinates": [[1.342, 1.120, -0.091], [-1.191, 1.533, 0.287], [2.475, -1.031, 0.100], [-1.021, 0.134, -0.471], [-1.874, -1.031, -0.132], [0.028, 0.671, 0.378], [2.291, 0.233, -0.224], [1.445, 1.908, -0.763], [-1.045, 2.479, -0.036], [-1.850, 1.307, 1.151], [3.551, -1.468, -0.047], [1.757, -1.551, 0.675], [-0.871, 0.285, -1.481], [-1.714, -2.027, -0.720], [-2.830, -0.829, -0.424], [-1.947, -1.363, 0.849], [0.127, 0.363, 1.300], [3.014, 0.727, -0.825]], "mulliken_spin": [0.76, -0.01, 0.85, 0.05, 0.01, 0.02, 0.28, 0.03, 0.01, 0.00, 0.01, 0.04, -0.01, 0.00, 0.00, 0.00, 0.00, -0.03], "lumo_energy_ev": [-2.790, -4.855], "e_above_lowest_ev": 2.721, "charge": 1, "homo_energy_ev": [-9.65, -15.88], "spin_multiplicity": 3, "s2": 2.006, "gap_ev": [6.86, 11.02]}

---

6.
{"formula": "C4H12N2", "method": "ωB97M-V/def2-TZVPD", "symbols": ["C", "C", "N", "H", "H", "H", "H", "H", "C", "C", "N", "H", "H", "H", "H", "H", "H", "H"], "coordinates": [[-2.287, -3.530, 0.126], [-1.389, -2.571, -0.198], [-1.689, -1.420, -0.882], [-3.214, -3.478, -0.431], [-2.113, -4.214, 0.938], [-0.352, -2.608, 0.111], [-2.573, -1.190, -1.295], [-0.899, -0.806, -0.953], [1.976, 2.411, 1.110], [1.492, 1.319, 0.132], [0.552, 1.889, -0.826], [2.360, 3.243, 0.508], [2.700, 1.953, 1.787], [1.200, 2.933, 1.680], [0.999, 0.562, 0.755], [2.377, 0.898, -0.336], [0.046, 2.671, -0.447], [0.813, 1.938, -1.782]], "mulliken_charge": [-0.80, 0.15, -0.39, 0.20, 0.24, 0.24, 0.16, 0.18, -1.30, -0.10, -0.49, 0.35, 0.32, 0.38, 0.17, 0.31, 0.18, 0.19], "lumo_energy_ev": 1.001, "e_above_lowest_ev": 1.511, "homo_energy_ev": -7.66, "gap_ev": 8.66, "smiles": "C=CN.CCN"}

---

7.
{"formula": "C2HN3O3", "method": "ωB97M-V/def2-TZVPD", "symbols": ["C", "C", "N", "N", "N", "O", "O", "O", "H"], "coordinates": [[1.215, 1.190, 0.052], [-1.473, 0.283, -0.278], [1.819, 2.168, 0.090], [0.431, 0.161, 0.092], [0.624, -1.183, 0.190], [1.737, -1.645, 0.151], [-1.925, 1.020, 0.491], [-0.470, -1.709, 0.286], [-1.957, -0.286, -1.075]], "mulliken_charge": [0.42, 0.27, -0.39, -0.37, 1.13, -0.57, -0.24, -0.62, 0.38], "lumo_energy_ev": -0.839, "e_above_lowest_ev": 7.756, "homo_energy_ev": -10.67, "gap_ev": 9.83}

---

8.
{"formula": "C21H25BInN10O2", "method": "ωB97M-V/def2-TZVPD", "symbols": ["In", "C", "C", "C", "C", "N", "N", "B", "N", "C", "C", "C", "C", "N", "N", "C", "C", "C", "C", "N", "N", "C", "C", "C", "C", "N", "H", "H", "H", "H", "H", "H", "H", "H", "H", "H", "H", "H", "H", "H", "H", "H", "H", "H", "H", "H", "C", "N", "C", "C", "C", "O", "N", "C", "O", "H", "H", "H", "H", "H"], "coordinates": [[-0.800, 1.025, 0.001], [-1.149, 0.342, -3.635], [-0.505, -0.673, -2.748], [0.182, -1.834, -3.075], [0.554, -2.394, -1.864], [0.113, -1.620, -0.870], [-0.555, -0.559, -1.413], [0.342, -1.781, 0.695], [-1.019, -1.487, 1.441], [-1.595, -2.221, 2.400], [-2.739, -1.585, 2.843], [-2.822, -0.412, 2.104], [-3.830, 0.688, 2.155], [-1.782, -0.367, 1.259], [1.373, -0.676, 1.128], [2.670, -0.707, 1.456], [3.100, 0.581, 1.728], [1.998, 1.392, 1.532], [1.862, 2.872, 1.681], [0.948, 0.631, 1.183], [0.756, -3.181, 0.971], [0.050, -4.301, 0.640], [0.777, -5.385, 1.040], [1.946, -4.844, 1.622], [3.100, -5.587, 2.229], [1.935, -3.528, 1.583], [-1.762, -0.143, -4.393], [-0.400, 0.938, -4.162], [-1.803, 1.007, -3.066], [0.371, -2.226, -4.059], [1.100, -3.299, -1.652], [-1.155, -3.156, 2.708], [-3.422, -1.927, 3.602], [-4.670, 0.401, 2.782], [-4.219, 0.915, 1.162], [-3.400, 1.596, 2.581], [3.180, -1.653, 1.513], [4.084, 0.880, 2.046], [2.318, 3.205, 2.611], [0.813, 3.176, 1.707], [2.366, 3.401, 0.869], [-0.910, -4.237, 0.150], [0.517, -6.426, 0.940], [2.926, -6.660, 2.196], [3.242, -5.298, 3.269], [4.024, -5.377, 1.692], [-2.359, 5.362, -1.945], [-1.094, 4.602, -1.992], [-0.047, 4.993, -2.680], [1.135, 4.222, -2.700], [1.203, 2.967, -1.937], [2.199, 2.288, -1.943], [0.053, 2.638, -1.228], [-1.039, 3.369, -1.249], [-2.035, 2.990, -0.623], [-2.212, 6.316, -2.440], [-2.638, 5.500, -0.903], [-3.131, 4.778, -2.444], [-0.139, 5.926, -3.224], [1.994, 4.543, -3.273]], "mulliken_spin": [0.00, 0.00, 0.00, 0.00, 0.00, 0.00, 0.00, 0.00, 0.00, 0.00, 0.00, 0.00, 0.00, 0.00, 0.00, 0.00, 0.00, 0.00, 0.00, 0.00, 0.00, 0.00, 0.00, 0.00, 0.00, 0.00, 0.00, 0.00, 0.00, 0.00, 0.00, 0.00, 0.00, 0.00, 0.00, 0.00, 0.00, 0.00, 0.00, 0.00, 0.00, 0.00, 0.00, 0.00, 0.00, 0.00, -0.01, 0.25, 0.16, 0.33, 0.00, 0.24, 0.00, -0.03, 0.03, 0.00, 0.01, 0.01, 0.01, 0.01], "lumo_energy_ev": [-6.948, -10.393], "charge": 2, "homo_energy_ev": [-13.70, -13.70], "spin_multiplicity": 2, "s2": 0.775, "gap_ev": [6.75, 3.31]}

---

9.
{"formula": "CH6NS", "method": "ωB97M-V/def2-TZVPD", "symbols": ["S", "H", "H", "C", "N", "H", "H", "H", "H"], "coordinates": [[1.345, 1.192, -0.886], [0.501, 2.222, -1.218], [2.382, 2.046, -1.001], [-1.310, -0.791, 0.334], [-0.094, -1.041, 0.672], [-2.021, -1.584, 0.409], [-1.609, 0.205, 0.017], [0.598, -0.329, 0.551], [0.208, -1.920, 1.122]], "mulliken_charge": [-0.45, 0.21, 0.24, 0.05, 0.01, 0.28, 0.23, 0.10, 0.33], "lumo_energy_ev": -5.798, "e_above_lowest_ev": 0.348, "charge": 1, "homo_energy_ev": -14.20, "gap_ev": 8.40}

---

10.
{"formula": "C4H3F3", "method": "ωB97M-V/def2-TZVPD", "symbols": ["F", "C", "C", "C", "C", "F", "F", "H", "H", "H"], "coordinates": [[-1.717, -1.726, 1.246], [-1.048, -0.700, 0.736], [0.245, -0.635, 0.799], [0.884, 0.421, 0.067], [0.377, 0.889, -1.157], [-0.829, 0.892, -1.572], [0.877, 1.893, -1.995], [-1.755, -0.068, 0.119], [0.936, -1.383, 1.427], [2.029, 0.415, 0.330]], "mulliken_charge": [-0.24, -0.09, -0.04, -0.45, 0.54, -0.20, -0.25, 0.25, 0.23, 0.24], "lumo_energy_ev": 0.562, "e_above_lowest_ev": 1.481, "homo_energy_ev": -8.93, "gap_ev": 9.49, "smiles": "F/C=C/C=C(F)F"}